Entry 1:
{"formula": "C26H19F9N6ORe", "method": "wB97M-V/def2-TZVPD", "e_homo_ev": [-14.063, -14.063], "total_charge": 2, "mol_weight_g_mol": 788.67, "s2": 1.072, "spin_multiplicity": 2, "de_lowest_kcal_mol": 15.12, "orbital_gap_ha": [0.19774, 0.20203], "species": ["Re", "C", "C", "C", "C", "N", "C", "C", "C", "C", "C", "C", "C", "H", "H", "H", "H", "H", "H", "H", "H", "F", "C", "F", "F", "C", "O", "C", "F", "F", "F", "C", "F", "F", "F", "C", "C", "N", "C", "C", "N", "C", "N", "N", "N", "C", "C", "C", "C", "C", "C", "H", "H", "H", "H", "H", "H", "H", "H", "H", "H", "H"], "positions_angstrom": [[1.141, -0.341, -1.306], [1.316, -0.748, 2.932], [1.265, 0.583, 3.357], [1.153, 1.606, 2.431], [1.095, 1.311, 1.082], [1.105, 0.001, 0.690], [1.236, -1.005, 1.595], [1.075, 2.267, -0.017], [1.109, 3.646, 0.128], [1.176, 4.449, -1.003], [1.213, 3.882, -2.274], [1.174, 2.501, -2.425], [1.091, 1.697, -1.295], [1.422, -1.566, 3.631], [1.331, 0.817, 4.412], [1.129, 2.638, 2.751], [1.279, -2.014, 1.207], [1.103, 4.106, 1.109], [1.219, 5.525, -0.892], [1.277, 4.516, -3.149], [1.222, 2.068, -3.419], [4.186, 0.103, -4.151], [4.726, -0.845, -3.386], [6.041, -0.736, -3.407], [4.359, -2.019, -3.884], [4.203, -0.698, -1.918], [2.803, -0.831, -1.947], [4.590, 0.694, -1.317], [5.881, 0.789, -1.094], [4.195, 1.676, -2.121], [3.929, 0.850, -0.151], [4.716, -1.862, -0.998], [4.139, -1.734, 0.211], [6.021, -1.830, -0.857], [4.339, -3.035, -1.490], [-1.281, -2.621, -0.557], [-1.721, -1.317, -1.115], [-0.908, -0.317, -1.520], [-1.718, 0.712, -2.033], [-2.995, 0.321, -1.905], [-2.975, -0.946, -1.320], [-4.164, -1.707, -0.862], [-4.100, -1.939, 0.536], [-3.888, -3.223, 0.995], [-3.878, -3.202, 2.269], [-4.093, -1.891, 2.691], [-4.181, -1.365, 3.981], [-4.393, -0.010, 4.095], [-4.513, 0.815, 2.959], [-4.432, 0.309, 1.678], [-4.235, -1.070, 1.580], [-0.255, -2.838, -0.868], [-1.917, -3.432, -0.910], [-1.335, -2.627, 0.534], [-1.315, 1.626, -2.428], [-3.915, 0.811, -2.183], [-4.201, -2.674, -1.351], [-5.042, -1.132, -1.136], [-4.104, -2.010, 4.848], [-4.485, 0.436, 5.077], [-4.685, 1.876, 3.097], [-4.528, 0.953, 0.812]]}

Entry 2:
{"formula": "C8H18Cl2NP", "method": "wB97M-V/def2-TZVPD", "e_homo_ev": -8.462, "mol_weight_g_mol": 230.12, "orbital_gap_ha": 0.31802, "species": ["C", "C", "C", "C", "N", "P", "Cl", "Cl", "C", "C", "C", "C", "H", "H", "H", "H", "H", "H", "H", "H", "H", "H", "H", "H", "H", "H", "H", "H", "H", "H"], "positions_angstrom": [[2.686, -0.913, 1.491], [2.079, -0.622, 0.020], [1.953, -1.969, -0.642], [2.935, 0.311, -0.780], [0.865, 0.066, 0.086], [-0.760, -0.622, -0.023], [-1.373, -1.659, -1.735], [-1.413, -2.002, 1.411], [-2.006, 0.800, 0.007], [-3.473, 0.263, -0.280], [-1.847, 1.401, 1.332], [-1.497, 1.657, -1.183], [1.794, -0.937, 2.287], [3.143, -1.861, 1.594], [3.456, -0.158, 1.705], [1.196, -2.398, 0.007], [2.832, -2.694, -0.631], [1.462, -1.812, -1.669], [2.647, 0.356, -1.814], [2.685, 1.279, -0.400], [3.926, 0.166, -0.693], [-3.729, -0.261, 0.628], [-4.187, 1.158, -0.103], [-3.596, -0.278, -1.309], [-0.773, 1.258, 1.656], [-2.378, 0.970, 2.202], [-2.157, 2.483, 1.255], [-0.550, 2.186, -1.128], [-1.828, 1.220, -2.135], [-2.094, 2.611, -1.157]]}

Entry 3:
{"formula": "C20H21N3O3", "method": "wB97M-V/def2-TZVPD", "e_homo_ev": -8.042, "mol_weight_g_mol": 351.41, "de_lowest_kcal_mol": 74.33, "orbital_gap_ha": 0.32517, "species": ["C", "C", "C", "C", "C", "C", "C", "C", "O", "N", "C", "O", "C", "N", "N", "C", "C", "C", "C", "C", "C", "C", "C", "C", "O", "C", "H", "H", "H", "H", "H", "H", "H", "H", "H", "H", "H", "H", "H", "H", "H", "H", "H", "H", "H", "H", "H"], "positions_angstrom": [[-1.826, 0.466, -4.178], [-1.470, -0.271, -2.887], [-0.216, -1.140, -3.081], [0.514, -1.478, -1.776], [1.669, -0.568, -1.507], [2.072, 0.614, -2.057], [3.303, 0.946, -1.439], [3.558, -0.053, -0.557], [2.576, -0.973, -0.590], [-1.317, 0.672, -1.797], [-2.222, 0.759, -0.811], [-3.240, 0.102, -0.753], [-1.854, 1.784, 0.273], [-0.505, 1.632, 0.734], [0.429, 2.478, 0.287], [1.553, 2.174, 0.914], [1.351, 1.099, 1.778], [0.010, 0.762, 1.634], [-0.583, -0.285, 2.435], [-1.828, -0.874, 2.237], [-2.305, -1.822, 3.123], [-1.547, -2.190, 4.222], [-0.294, -1.640, 4.419], [0.209, -0.704, 3.525], [1.444, -0.196, 3.799], [2.209, 0.337, 2.723], [-1.035, 1.163, -4.448], [-1.955, -0.245, -4.989], [-2.751, 1.021, -4.050], [-2.313, -0.906, -2.592], [-0.533, -2.063, -3.568], [0.478, -0.639, -3.756], [0.911, -2.496, -1.822], [-0.186, -1.454, -0.934], [1.580, 1.191, -2.813], [3.906, 1.809, -1.633], [4.369, -0.223, 0.122], [-0.492, 1.253, -1.771], [-2.556, 1.683, 1.104], [-1.937, 2.788, -0.152], [2.449, 2.728, 0.722], [-2.429, -0.607, 1.384], [-3.273, -2.268, 2.955], [-1.925, -2.920, 4.923], [0.317, -1.924, 5.261], [2.972, 0.969, 3.185], [2.711, -0.495, 2.200]]}

For reference, DFT total energy by record: -64830.4261; -44410.7180; -31693.4444 eV.